[1]
C2H6O4PS | ωB97M-V/def2-TZVPD

Structure (XYZ):
```
14
Properties=species:S:1:pos:R:3:forces:R:3:mulliken_charge:R:1
C -0.616880 0.802039 0.133341 -1.683 -0.120 -2.630 -0.735
C 0.975152 -1.312158 -0.029535 -0.042 -1.616 -0.388 -1.047
O -2.465187 -0.483535 1.674772 -0.175 -0.856 2.369 -0.691
O -3.436916 1.110622 -0.147582 0.893 -0.601 0.297 -0.733
O -1.979231 -0.967816 -0.744561 0.471 -0.235 0.120 -0.379
O 3.112382 0.738877 -0.401767 -1.294 1.406 -0.567 -0.716
P -2.393649 0.183383 0.396086 -0.270 1.704 -2.027 0.861
S -0.291699 -0.677889 -0.858842 0.160 1.075 -0.608 0.295
H -0.410117 1.667727 -0.490654 -0.771 0.176 -0.450 0.315
H 0.092946 0.923476 0.852759 1.599 -0.312 2.638 0.414
H 2.395401 0.052684 -0.229912 0.499 0.920 -0.518 0.435
H 2.652155 1.567718 -0.774953 0.875 -2.238 0.954 0.297
H 1.056896 -1.321606 1.025160 -0.310 0.425 1.201 0.394
H 1.308747 -2.283528 -0.404306 0.049 0.274 -0.389 0.290
```
Positions in Å, forces in eV/Å.

Calculated values
Relative energy (zero: lowest compared OMol25 entry of this formula, charge and spin)   78.1 kJ/mol
Net charge   -1
E_HOMO   -5.4 eV
Total energy   -1120.38702 a.u.
Gap between HOMO and LUMO   8.6867 eV
Largest force on an atom   0.06077 Eh/bohr
Molecular weight   157.11 g/mol


[2]
C9H12N2 | ωB97M-V/def2-TZVPD

Structure (XYZ):
```
23
Properties=species:S:1:pos:R:3:forces:R:3:mulliken_charge:R:1
C -0.812268 2.125296 1.582371 0.530 0.675 -0.379 0.052
C -1.160947 0.216112 2.930556 -0.313 -1.225 2.133 0.372
C 1.039456 0.449674 1.566215 1.288 0.671 2.101 -0.971
C 0.851813 -0.128133 0.149207 -0.346 -0.779 -1.141 0.550
C -0.410365 0.824298 1.956890 0.099 -0.281 -3.788 0.445
C -0.757756 -0.280378 0.263988 1.450 1.885 1.206 0.945
C 1.268751 0.786957 -1.015350 1.768 1.220 0.135 -1.675
C -1.107247 -1.636841 0.685563 -1.601 -0.468 3.376 -1.338
C -1.765828 0.490408 -0.562349 -1.721 -1.294 -0.712 -1.160
N -0.985121 3.138896 1.063930 -0.281 0.232 0.248 -0.581
N -1.686280 -0.440137 3.721254 -0.162 0.145 -0.083 -0.568
H 1.360923 -0.272868 2.344398 -0.045 -0.050 -0.780 0.315
H 1.748958 1.348749 1.801725 -1.134 -1.489 -1.152 0.337
H 1.352699 -1.194973 -0.096096 -1.106 2.323 1.042 0.338
H 0.833688 1.827106 -0.972882 -0.382 -1.331 -0.350 0.340
H 1.205829 0.252229 -1.999028 -0.362 0.813 0.808 0.381
H 2.362793 1.107465 -0.920842 -1.065 -0.961 0.030 0.393
H -2.229266 -1.849118 0.656793 1.645 -0.035 -0.532 0.340
H -0.932385 -1.704412 1.855242 -0.038 -0.293 -2.227 0.238
H -0.422838 -2.337210 0.226256 -0.375 -0.530 -0.240 0.365
H -2.079783 1.462264 -0.097658 0.574 -0.738 -0.921 0.275
H -2.736588 -0.158490 -0.611913 1.643 1.144 0.160 0.344
H -1.459376 0.577468 -1.639607 -0.065 0.365 1.067 0.265
```
Positions in Å, forces in eV/Å.

Calculated values
Relative energy (zero: lowest compared OMol25 entry of this formula, charge and spin)   432.5 kJ/mol
Net charge   0
E_HOMO   -9.4 eV
Total energy   -459.52280 a.u.
Gap between HOMO and LUMO   9.3646 eV
Largest force on an atom   0.07389 Eh/bohr
Molecular weight   148.21 g/mol


[3]
C41H86N7O3 | ωB97M-V/def2-TZVPD

Structure (XYZ):
```
137
Properties=species:S:1:pos:R:3:forces:R:3:mulliken_charge:R:1
C -2.024071 -1.510835 1.052212 -0.741 -0.643 1.709 -1.126
C -1.963941 -0.606255 -0.113568 1.751 1.995 -1.326 0.712
C -3.236011 -0.409805 -0.910718 -1.801 -1.159 1.087 -1.256
O -1.300371 0.556735 0.195252 -0.216 0.352 -0.022 -0.905
H -2.670651 -1.104635 1.830052 -0.730 0.035 -0.032 0.171
H -1.102441 -1.544895 1.633202 0.522 -0.047 -0.677 0.297
H -2.330011 -2.530725 0.819122 -0.174 -0.181 0.013 0.303
H -1.429561 -1.173095 -0.875948 1.178 -0.669 -0.589 -0.066
H -4.057621 -0.055855 -0.287988 -0.063 0.943 0.112 0.260
H -3.631941 -1.409415 -1.089898 0.021 -0.456 -0.597 0.378
H -3.199121 0.106175 -1.870148 0.456 0.231 0.264 0.264
C 2.972019 -1.520065 -11.419328 -0.214 -0.779 1.495 -1.310
C 1.748529 -1.274435 -10.445038 0.888 2.313 -0.849 -0.285
N 1.534759 -2.177235 -9.329458 1.285 -1.087 1.092 0.152
C 2.101829 -3.434815 -9.346498 -0.872 -1.054 2.048 -0.305
C 1.758849 -4.065805 -8.156978 -0.726 1.672 -1.131 -0.494
N 0.948069 -3.158475 -7.452518 2.532 1.793 -2.468 0.152
C 0.988629 -1.942325 -8.092298 -0.426 -2.747 -1.648 -0.111
C 0.315429 -3.422005 -6.213818 -0.652 -1.117 0.117 -0.777
H 3.852579 -1.883475 -10.889568 -0.175 -0.477 0.419 0.421
H 3.434899 -0.615695 -11.814258 -1.032 0.225 -0.417 0.344
H 2.702989 -2.271975 -12.161198 0.160 0.390 -0.238 0.369
H 0.843289 -1.160015 -11.041318 -0.096 -0.355 0.146 0.293
H 1.898089 -0.310105 -9.959438 0.014 0.210 -0.208 0.380
H 2.731779 -3.855555 -10.116268 -0.270 0.418 -0.164 0.442
H 2.019489 -5.051255 -7.800088 -0.239 0.140 0.056 0.417
H 0.502999 -1.032965 -7.770388 -0.009 -0.154 -0.077 0.346
H -0.502991 -4.104425 -6.443158 -0.368 0.206 0.207 0.364
H -0.081341 -2.483735 -5.826108 0.351 -0.402 0.629 0.301
H 1.022439 -4.047235 -5.668538 -0.158 0.739 0.896 0.299
C -5.114651 4.774425 -3.224238 0.836 1.472 -0.730 -1.134
C -4.012271 5.213185 -2.201288 -0.672 -1.155 -0.235 -0.584
N -2.884991 5.921035 -2.839368 0.398 1.291 -0.115 0.164
C -2.796581 7.307795 -3.002338 1.804 0.046 -2.108 -0.403
C -1.727741 7.581325 -3.901958 -1.804 -2.406 1.948 -0.271
N -1.138881 6.338705 -4.175418 -4.306 -1.011 3.109 0.168
C -1.875631 5.333075 -3.467888 1.270 2.891 -1.700 -0.245
C 0.003519 6.058235 -4.947308 1.091 0.650 -0.174 -0.784
H -5.937681 4.212335 -2.782898 0.402 -0.100 -0.042 0.365
H -4.648371 4.323985 -4.100468 0.242 -1.199 0.522 0.347
H -5.513491 5.596015 -3.819228 -0.496 0.714 0.835 0.377
H -3.623781 4.281655 -1.789688 0.269 0.112 0.157 0.382
H -4.359721 5.804535 -1.354128 -0.116 0.135 -0.309 0.359
H -3.451211 8.037255 -2.548738 -0.200 -0.392 -0.034 0.425
H -1.446581 8.522385 -4.351148 0.243 -0.200 0.089 0.421
H -1.641251 4.279315 -3.435308 -0.024 0.077 -0.173 0.449
H 0.856469 6.262225 -4.300028 0.396 -0.726 -0.183 0.334
H 0.082879 6.836205 -5.706628 -0.128 -0.541 -0.506 0.327
H -0.120171 5.034115 -5.299408 0.701 0.294 -0.319 0.295
C -6.116811 2.371635 3.450282 0.921 -0.346 0.961 -1.335
C -5.257911 2.927735 4.653572 -0.648 -1.125 -1.047 -0.309
C -3.921431 2.080845 4.831862 -1.345 3.161 0.098 -0.650
N -3.039671 2.663805 5.954572 0.894 -2.138 1.182 0.076
C -3.591471 2.089445 7.341762 0.012 -0.597 -1.264 -0.902
C -1.573741 2.112355 5.798432 -0.366 0.501 -0.092 -0.677
C -0.768281 3.013225 6.713292 -0.229 1.619 0.333 -0.666
C -1.401951 4.450795 6.446122 -0.051 -0.421 -0.647 -0.593
C -2.868121 4.214215 5.985712 -0.244 -1.477 0.277 -0.486
H -6.241621 1.292415 3.538632 -0.122 -0.018 -0.060 0.361
H -5.580191 2.571295 2.522772 -0.260 0.004 -0.119 0.335
H -7.103081 2.835295 3.470292 0.167 0.046 -0.188 0.387
H -5.945531 2.976205 5.497932 0.449 -0.086 0.355 0.376
H -5.075341 3.937025 4.284662 0.554 0.148 0.677 0.248
H -3.421801 2.377895 3.909792 0.492 -0.978 -0.038 0.364
H -4.099261 1.020305 5.009972 0.272 0.200 -0.180 0.433
H -4.621061 2.419925 7.478942 0.439 0.653 0.285 0.371
H -2.908131 2.100815 8.190892 -0.006 1.398 -0.190 0.347
H -3.697551 1.005255 7.304652 0.059 -0.176 -1.063 0.379
H -1.506731 1.032005 5.926682 -0.422 0.085 0.689 0.461
H -1.243461 2.217935 4.765052 -0.411 0.532 -0.188 0.425
H -0.816331 2.746595 7.769082 -0.281 -0.084 -0.076 0.266
H 0.299589 3.077875 6.504572 -0.119 -0.341 -0.329 0.434
H -1.247251 5.253755 7.166832 -0.391 -0.632 0.705 0.385
H -0.904871 4.913135 5.593322 0.168 -0.397 -0.315 0.295
H -3.715911 4.524655 6.596422 0.448 0.453 0.195 0.354
H -3.030521 4.584135 4.973342 0.005 -0.192 0.064 0.310
C 3.145299 -5.137605 -0.240068 -1.028 1.098 -0.693 -1.497
C 1.857479 -5.920405 -0.416078 0.385 -0.399 0.517 -0.229
C 1.532069 -6.733545 0.849812 -0.447 -0.802 -1.133 -0.747
N 0.839949 -8.036955 0.400262 -0.655 -0.718 1.675 0.031
C 1.738769 -9.160465 -0.114738 -0.091 0.704 -0.292 -0.835
C -0.329081 -7.796925 -0.548248 0.585 -1.687 -0.340 -0.514
C -1.229831 -9.045745 -0.366238 -0.232 0.862 0.276 -0.763
C -1.051201 -9.451815 1.103122 0.941 -1.441 0.413 -0.517
C 0.128599 -8.635815 1.632802 -0.759 1.697 0.004 -0.834
H 2.977349 -4.481155 0.613722 0.965 -0.370 0.490 0.395
H 3.234529 -4.420765 -1.056328 0.078 -0.060 -0.276 0.398
H 4.017009 -5.788175 -0.310548 0.003 0.207 0.789 0.350
H 1.998709 -6.537145 -1.303658 -0.264 -0.346 0.099 0.286
H 0.967489 -5.310025 -0.569178 0.307 0.353 -0.340 0.416
H 0.805609 -6.197915 1.460922 -0.125 -0.082 -0.140 0.360
H 2.334969 -6.963455 1.550232 0.320 -0.259 -0.448 0.496
H 1.123669 -9.938145 -0.567468 -0.117 0.167 0.198 0.409
H 2.295319 -9.602115 0.711872 -0.019 0.317 -0.040 0.316
H 2.413649 -8.800295 -0.891208 -0.006 0.201 0.176 0.328
H 0.117409 -7.777995 -1.542428 -0.369 0.470 -0.031 0.369
H -0.928091 -6.920145 -0.302158 0.684 0.213 0.172 0.459
H -1.005261 -9.858845 -1.056538 -0.045 0.183 0.019 0.330
H -2.240591 -8.676375 -0.539538 -0.079 -0.448 -0.171 0.359
H -0.768581 -10.496465 1.233252 -0.101 -0.234 -0.546 0.262
H -1.948331 -9.404525 1.720392 0.114 0.662 -0.066 0.415
H 0.866929 -9.060505 2.312952 -0.223 -0.280 -0.213 0.598
H -0.292981 -7.755375 2.117772 0.189 -0.028 0.290 0.351
C 2.083589 7.104845 1.776082 -0.387 -0.235 -1.348 -1.403
C 3.062209 6.103275 1.163472 -0.540 -0.327 -0.006 -0.151
C 2.736419 4.642735 1.594472 1.258 0.497 0.268 -0.884
N 3.803899 3.667675 1.043022 -1.855 -1.941 0.514 0.229
C 3.497009 3.338845 -0.392108 0.837 0.918 -0.807 -1.059
C 5.199369 4.113945 1.271772 1.113 0.072 0.215 -0.616
C 6.105689 2.864365 1.145352 -0.404 -0.708 -0.244 -0.851
C 5.179029 1.683475 1.614372 0.690 0.321 0.215 -0.507
C 3.825839 2.324075 1.795012 -1.245 -1.229 0.133 -0.743
H 2.055039 7.165395 2.864022 0.143 -0.172 -0.141 0.363
H 1.114599 6.838545 1.353892 -0.423 0.242 0.502 0.307
H 2.337269 8.072355 1.342882 -0.101 0.158 0.354 0.391
H 4.040529 6.559255 1.315342 0.417 -1.052 0.591 0.364
H 2.984259 6.094055 0.076302 -0.347 0.366 -0.148 0.287
H 1.750459 4.284175 1.298802 0.132 0.175 -0.790 0.531
H 2.640159 4.539365 2.675272 0.864 -0.034 0.178 0.388
H 4.282199 2.698695 -0.794338 -0.161 -0.203 0.276 0.397
H 3.576059 4.261665 -0.966788 0.005 0.123 0.095 0.386
H 2.511439 2.925825 -0.606968 0.054 -0.177 0.802 0.421
H 5.466289 4.926885 0.596512 -0.071 -0.106 0.074 0.423
H 5.170609 4.476365 2.299352 0.306 0.145 -0.020 0.430
H 6.416129 2.706195 0.112532 -0.448 0.022 -0.250 0.357
H 7.092359 2.905265 1.606772 -0.411 0.407 0.700 0.430
H 5.178279 0.824385 0.943502 -0.114 0.403 -0.458 0.326
H 5.367389 1.193865 2.569832 0.785 0.448 0.125 0.332
H 3.090499 1.585915 1.474882 -0.530 0.669 -0.786 0.414
H 3.539219 2.389285 2.844632 0.413 1.066 0.054 0.429
C 0.710019 -4.286055 6.657352 0.486 -0.399 -1.271 -0.745
C 1.821349 -5.379705 6.862762 -0.903 -1.732 1.669 0.514
O 1.740619 -6.489545 6.247672 -0.364 1.335 -1.088 -0.725
O 2.554759 -5.195725 7.843262 0.749 0.992 0.020 -0.695
H -0.186921 -4.793345 6.302022 -0.258 0.065 0.358 0.249
H 1.001029 -3.656365 5.816572 0.181 0.246 -0.241 0.149
H 0.554499 -3.615515 7.502502 0.026 -0.422 0.169 0.260
```
Positions in Å, forces in eV/Å.

Calculated values
Relative energy (zero: lowest compared OMol25 entry of this formula, charge and spin)   459.8 kJ/mol
Net charge   +3
E_HOMO   -8.7 eV
Total energy   -2221.58553 a.u.
Gap between HOMO and LUMO   2.7843 eV
Largest force on an atom   0.10514 Eh/bohr
Molecular weight   725.18 g/mol


Question: total energy of number 3 (C41H86N7O3)?
Answer: -2221.58553 a.u.


Question: Which formula does entry 3 have?
Answer: C41H86N7O3


Question: Among the records above, which one has the highest relative energy (zero: lowest compared OMol25 entry of this formula, charge and spin)?
Answer: C41H86N7O3